{"formula": "C3H4O3", "method": "ωB97M-V/def2-TZVPD", "species": ["O", "C", "C", "O", "C", "O", "H", "H", "H", "H"], "xyz": [[0.56745, 1.67309, -0.91080], [1.15241, 0.82357, -0.29081], [0.63225, -0.58378, -0.07059], [-0.65003, -0.80849, -0.71117], [-1.64456, -0.26492, 0.04081], [-1.39852, 0.27836, 1.10049], [2.14784, 1.01648, 0.16942], [1.34898, -1.29804, -0.49022], [0.56573, -0.75562, 1.01055], [-2.72155, -0.08066, 0.15232]], "forces_ev_per_angstrom": [[0.3, -0.4, 0.3], [-0.3, 0.3, -0.3], [-0.1, 0.0, -0.1], [-1.0, 0.2, 0.3], [0.5, 1.4, 2.6], [1.7, 0.2, 0.8], [-0.2, -0.1, -0.1], [-0.3, 0.1, -0.1], [0.0, 0.0, -0.2], [-0.7, -1.6, -3.2]], "mulliken_charge": [-0.448, 0.093, -0.391, -0.413, 0.173, -0.508, 0.330, 0.344, 0.306, 0.514], "de_lowest_kcal_mol": 57.3, "smiles": "O=CCOC=O", "lumo_ev": 0.901, "energy_ev": -9316.2150, "homo_energy_ev": -10.32}